Entry 1:
15
Properties=species:S:1:pos:R:3:forces:R:3 method="wB97M-V/def2-TZVPD" e_above_lowest_kj_mol=360.1 e_homo_ha=-0.37502 e_lumo_ha=0.026 smiles="CCOC(=O)/C=N/O" gap_ev=10.9
C -2.384355 0.333737 0.480604 -1.103 -0.315 1.516
C -1.798592 -0.386663 -0.660275 0.019 -2.257 -0.838
O -0.467158 -0.886884 -0.208346 0.570 0.438 -0.115
C 0.499804 0.071811 -0.088021 -1.406 1.537 -0.635
O 0.251433 1.269105 -0.287417 1.056 -2.693 0.330
C 1.889294 -0.424372 0.334562 -0.936 1.377 -1.866
N 2.791325 0.088467 -0.412837 -1.104 0.063 0.943
O 4.049408 -0.043530 0.079894 1.213 0.438 -0.868
H -1.577577 0.874522 0.844549 1.060 1.779 0.736
H -3.238761 1.000132 0.364346 0.074 -0.193 -0.548
H -2.585997 -0.319020 1.340640 -0.342 -0.319 -0.484
H -2.408617 -1.336959 -0.921362 1.329 1.530 0.175
H -1.592728 0.224793 -1.542033 -0.338 -0.067 0.138
H 2.014256 -1.002861 1.217792 0.330 -0.391 0.649
H 4.558264 0.537716 -0.542089 -0.421 -0.927 0.867


Entry 2:
15
Properties=species:S:1:pos:R:3:forces:R:3 method="wB97M-V/def2-TZVPD" e_above_lowest_kj_mol=704.3 e_homo_ha=-0.36718 e_lumo_ha=-0.165 gap_ev=5.5
O -2.440507 -0.950872 -0.323606 1.571 -1.072 0.918
C -1.900446 0.117014 -0.444388 -4.416 1.592 -2.181
N -2.156617 1.293272 -0.799493 1.359 0.434 0.484
C 2.472378 -0.520813 0.068580 0.690 -1.295 0.458
O 1.992955 0.431591 -0.584462 -0.799 0.273 -0.585
O 1.936233 -1.304706 0.847845 0.027 0.003 -0.112
C -0.267410 -0.131598 -0.055984 4.102 -0.384 2.749
C -0.080693 0.894975 1.110416 -1.322 0.687 -1.549
H -3.006328 1.347172 -1.346529 -0.159 -0.097 -0.016
H 3.559159 -0.728564 -0.121931 -0.152 0.503 0.027
H -0.038001 -1.104793 0.343809 -0.559 -0.451 -0.416
H 0.188983 0.064040 -1.017615 -0.435 0.182 -0.788
H 0.873121 0.772470 1.583730 0.039 -0.515 0.404
H -0.939623 0.821541 1.775224 0.213 0.046 0.323
H -0.095532 1.868374 0.621329 -0.158 0.093 0.284


Entry 3:
15
Properties=species:S:1:pos:R:3:forces:R:3 method="wB97M-V/def2-TZVPD" e_above_lowest_kj_mol=634.3 e_homo_ha=-0.35107 e_lumo_ha=0.011 smiles="C=C(OC)N(O)C=O" gap_ev=9.8
C 0.971930 0.000539 1.980124 1.722 -1.807 -2.457
C 0.184434 0.222911 0.851122 -0.081 1.850 2.840
O -1.174125 0.424290 1.070494 0.323 -3.225 -2.563
C -1.699362 -0.593353 0.006899 -1.041 -1.658 3.596
N 0.487322 0.519379 -0.488564 0.137 1.881 -0.309
O 0.012720 1.796176 -0.983793 -0.453 -0.848 1.865
C 1.001109 -0.291498 -1.444600 2.072 4.307 0.313
O 1.441289 0.326123 -2.432991 -0.904 -2.914 0.090
H 2.199207 -0.026395 1.930554 -3.513 0.167 -0.044
H 0.488931 -0.658356 2.769426 0.572 1.618 -0.721
H -2.799241 -0.748654 0.273945 1.656 -0.308 0.179
H -0.986475 -1.633621 0.120387 -2.435 2.977 -0.579
H -1.792165 -0.149323 -0.945818 0.797 0.429 -1.143
H 0.497784 2.021612 -1.787904 0.666 -0.829 -0.097
H 1.166643 -1.209829 -0.919280 0.482 -1.641 -0.971


Entry 4:
15
Properties=species:S:1:pos:R:3:forces:R:3 method="wB97M-V/def2-TZVPD" e_above_lowest_kj_mol=533.8 e_homo_ha=-0.35658 e_lumo_ha=0.025 gap_ev=10.4
C 0.787990 2.224715 0.344275 0.931 0.572 1.901
O 0.204568 0.941309 0.386481 -0.944 0.551 0.081
N 1.009303 0.049941 1.059893 0.525 1.728 -0.286
C 0.774490 -1.120983 0.702777 0.170 -1.282 -1.110
C -0.497728 -1.563848 -0.137255 3.833 -1.150 -0.235
O -1.411730 -1.260084 0.801107 -1.818 -1.517 1.374
C -0.781847 -0.836001 -1.452991 -1.066 -0.271 -0.147
O -1.965384 -0.757194 -1.768251 2.203 0.494 0.055
H 0.574418 2.924012 1.281715 1.256 -2.022 -1.048
H 1.862585 2.069377 -0.011137 -1.393 0.971 0.760
H 0.172869 2.773888 -0.296892 -0.535 0.570 -1.940
H 1.513112 -1.685305 1.237128 -0.235 -1.541 -0.148
H -0.447163 -2.686231 -0.457137 -0.051 1.624 0.800
H -1.897318 -0.596124 0.369545 -1.966 1.554 -0.260
H 0.101834 -0.477471 -2.059258 -0.908 -0.282 0.202


Entry 5:
15
Properties=species:S:1:pos:R:3:forces:R:3 method="wB97M-V/def2-TZVPD" e_above_lowest_kj_mol=792.3 e_homo_ha=-0.34899 e_lumo_ha=-0.200 gap_ev=4.0
O 2.746574 0.512210 -1.046885 0.384 -0.286 -0.528
C 1.915508 0.754148 -0.206706 0.677 0.326 0.217
N 1.962355 1.433245 0.923879 -0.451 -0.623 0.852
C -2.652654 -0.434089 0.346824 0.122 0.105 -0.323
O -2.082201 -0.873053 1.343947 0.047 -0.211 0.597
O -2.344683 -0.563550 -0.847456 0.239 -0.287 -0.435
C 0.437673 0.286888 -0.536078 -1.708 -0.166 0.022
C 0.360687 -1.067731 0.128220 2.950 1.098 0.564
H 2.916449 1.762772 1.087468 -0.002 0.270 -0.471
H -3.545089 0.215067 0.507472 -0.076 -0.009 0.195
H 0.202855 0.234747 -1.592966 0.395 0.003 -0.104
H -0.214470 1.011520 -0.058734 0.107 0.113 -0.001
H 1.163490 -1.703381 -0.258873 -0.948 -0.653 -0.756
H 0.649762 -1.059281 1.183559 -1.138 0.284 0.100
H -0.752826 -1.291176 -0.112442 -0.599 0.036 0.071


Entry 6:
15
Properties=species:S:1:pos:R:3:forces:R:3 method="wB97M-V/def2-TZVPD" e_above_lowest_kj_mol=534.9 e_homo_ha=-0.33100 e_lumo_ha=-0.006 smiles="C/C=C(/O)NOC=O" gap_ev=8.8
C 1.506620 0.915510 0.136482 0.065 -0.183 -1.031
C 0.566931 -0.190670 0.551954 -0.488 1.021 2.209
C -0.755079 0.074302 0.877564 1.662 -1.451 -0.656
O -1.458199 -0.592934 1.795525 -0.105 0.208 -0.124
N -1.565088 0.674481 -0.093300 -0.831 0.052 -0.503
O -1.785783 -0.495310 -0.906138 1.522 0.536 -0.073
C -0.432868 -0.969000 -1.466594 -3.056 0.696 -2.363
O 0.084901 -0.327843 -2.346278 0.248 -0.402 1.793
H 1.048890 1.899872 0.042177 -0.215 -0.065 0.115
H 2.326449 1.010693 0.847440 -0.060 -0.061 0.030
H 1.927882 0.697233 -0.844322 0.237 0.010 -0.103
H 1.040436 -0.923788 1.200432 0.045 -0.192 -0.031
H -0.858837 -1.038296 2.408438 0.010 0.075 -0.122
H -1.027336 1.317997 -0.677108 -0.032 -0.109 0.182
H -0.618918 -2.052244 -1.526272 0.997 -0.136 0.677


Entry 7:
15
Properties=species:S:1:pos:R:3:forces:R:3 method="wB97M-V/def2-TZVPD" e_above_lowest_kj_mol=192.6 e_homo_ha=-0.36060 e_lumo_ha=0.028 gap_ev=10.6
H -0.792262 -0.214921 -1.864644 0.023 -0.189 -0.055
N -0.823357 -0.182466 -0.854912 0.950 -0.549 0.311
C 0.109720 -0.800987 -0.224459 -1.338 -0.414 -0.503
C 1.044841 -1.845965 -0.737049 0.134 0.105 0.084
O 0.188454 -0.565869 1.084095 0.355 0.067 0.076
C -0.643557 0.535713 1.464414 -0.226 -0.282 -0.439
C -0.780454 1.466171 0.258556 1.725 1.597 0.006
O -1.688992 2.221354 0.056036 0.417 -0.118 0.040
O 0.637160 1.778796 -0.184060 -1.534 -0.075 0.552
H 1.755686 -2.116206 0.043369 -0.033 -0.021 -0.114
H 0.477677 -2.731351 -1.039833 0.086 0.149 0.049
H 1.582878 -1.459965 -1.605275 -0.046 -0.055 0.069
H -1.637067 0.169603 1.736819 0.117 0.099 -0.058
H -0.155959 1.033349 2.301224 -0.037 -0.003 -0.116
H 0.725235 2.712744 -0.434282 -0.593 -0.311 0.098


Entry 8:
15
Properties=species:S:1:pos:R:3:forces:R:3 method="wB97M-V/def2-TZVPD" e_above_lowest_kj_mol=462.2 e_homo_ha=-0.34027 e_lumo_ha=0.020 smiles="NC(=O)[C@]1(O)C[C@@H]1O" gap_ev=9.8
N -0.617809 -2.033039 1.063166 1.736 0.451 -1.510
C -0.840936 -0.879432 0.426737 0.215 3.662 -0.718
O -1.932347 -0.368185 0.230588 -0.640 0.039 0.347
C 0.428478 -0.035724 -0.033521 0.227 -5.207 -0.604
O 1.558054 -1.045042 0.235048 -0.197 2.936 1.069
C 0.644075 1.367277 0.016682 -1.887 3.104 5.636
C 0.296163 1.096543 -1.257935 -2.323 -2.283 -5.798
O -1.138267 1.260138 -1.719094 2.366 -0.099 4.491
H -1.528075 -2.515563 1.151236 1.405 -0.479 -0.138
H 0.409254 -2.213311 0.661173 -2.316 -1.079 1.434
H 1.856300 -0.780029 1.171086 -0.410 -0.638 -2.024
H 1.554528 1.726067 0.338621 2.195 0.653 0.151
H -0.133212 1.944855 0.503295 -0.194 0.115 0.770
H 1.063066 1.338973 -2.041498 -1.147 -1.080 0.431
H -1.619272 1.136472 -0.745585 0.970 -0.094 -3.536


Entry 9:
14
Properties=species:S:1:pos:R:3:forces:R:3 method="wB97M-V/def2-TZVPD" e_above_lowest_kj_mol=243.8 e_homo_ha=-0.32242 e_lumo_ha=0.017 smiles="OCC1=NSCC1" gap_ev=9.2
O 1.643280 -1.503968 1.588915 -1.584 1.033 -0.359
C 0.487455 -1.661109 0.737853 -0.494 2.682 1.204
C 0.308720 -0.303322 0.027350 1.977 0.715 4.400
N 1.112560 0.617950 0.463932 0.998 0.466 -1.335
S 0.835590 2.235393 -0.178482 -0.800 -2.014 0.912
C -0.509182 1.488954 -1.161763 -0.409 1.518 -2.226
C -0.940939 0.238601 -0.353144 -3.393 1.254 -2.447
H 1.622882 -0.463113 1.749987 0.492 -2.789 -0.579
H -0.498740 -1.819931 1.289607 1.164 0.136 -0.177
H 0.461786 -2.388613 -0.030138 1.015 -1.341 -0.468
H 0.013373 1.346213 -2.187842 -0.972 -0.854 1.647
H -1.306681 2.219713 -1.470103 0.518 -0.658 0.924
H -1.712864 0.429749 0.486730 1.738 0.131 -0.740
H -1.517240 -0.436515 -0.962902 -0.250 -0.279 -0.758


Entry 10:
14
Properties=species:S:1:pos:R:3:forces:R:3 method="wB97M-V/def2-TZVPD" e_above_lowest_kj_mol=93.5 e_homo_ha=-0.32389 e_lumo_ha=0.009 smiles="CC(=O)CNC=S" gap_ev=9.1
C 1.828015 -0.264556 0.136967 -1.730 -0.239 0.862
C 1.028009 0.758405 -0.659362 0.167 -1.684 0.992
O 1.507450 1.591326 -1.367276 0.729 0.839 -0.354
C -0.458544 0.507829 -0.764402 0.653 0.155 -0.535
N -1.262890 0.426501 0.444915 -0.819 -1.217 -0.262
C -1.821182 -0.733135 0.921603 1.719 -0.788 -0.100
S -1.165416 -2.279118 0.859249 -0.860 1.720 -0.305
H 2.839251 -0.037555 0.087453 1.928 0.504 -0.153
H 1.528252 -0.276333 1.219590 0.027 -0.075 -1.016
H 1.671283 -1.282126 -0.271607 -0.174 0.553 0.244
H -0.709605 1.337800 -1.434608 -0.917 -0.260 0.294
H -0.433955 -0.441016 -1.339486 -0.767 0.253 0.439
H -1.819752 1.226417 0.694712 0.161 0.310 -0.347
H -2.730916 -0.534439 1.472250 -0.118 -0.073 0.241


Entry 11:
14
Properties=species:S:1:pos:R:3:forces:R:3 method="wB97M-V/def2-TZVPD" e_above_lowest_kj_mol=144.2 e_homo_ha=-0.30982 e_lumo_ha=-0.012 gap_ev=8.1
N 1.513568 0.809839 -0.341118 -0.409 0.966 0.993
C 0.434848 0.761860 -1.237979 0.830 -0.117 -0.188
C -0.790115 0.280738 -1.040799 -0.529 -0.393 1.149
C -1.371897 -0.292281 0.218748 0.676 0.041 -0.723
S -2.971797 -0.330013 0.441858 -0.215 0.004 0.053
C -0.423252 -0.865647 1.286917 -0.189 0.047 -0.470
O 0.589696 -1.692784 0.756683 -0.805 -0.766 0.702
H 2.238260 1.408641 -0.732901 -0.096 -0.263 0.526
H 1.257787 1.117814 0.637673 0.504 -0.500 -1.663
H 0.719839 1.088147 -2.245172 -0.267 -0.052 0.358
H -1.451256 0.374620 -1.881131 -0.370 -0.116 -0.074
H -0.029361 0.018299 1.805979 0.163 -0.110 0.271
H -0.982816 -1.475702 2.021319 0.190 0.463 -0.519
H 1.266496 -1.203531 0.309923 0.517 0.797 -0.416


Entry 12:
14
Properties=species:S:1:pos:R:3:forces:R:3 method="wB97M-V/def2-TZVPD" e_above_lowest_kj_mol=184.4 e_homo_ha=-0.33422 e_lumo_ha=0.027 smiles="O=C1CNCCS1" gap_ev=9.8
O 2.960368 -0.420021 0.114645 2.706 -1.576 0.101
C 1.791075 -0.363424 0.047073 -2.155 0.934 0.413
C 1.211455 0.989564 0.038058 -3.024 1.825 -2.498
N -0.324312 1.069510 -0.368975 1.705 -0.572 -0.508
C -1.310696 0.151478 0.366675 1.912 0.690 -0.869
C -1.117887 -1.320567 -0.074649 0.442 1.553 2.365
S 0.728379 -1.816546 -0.089670 -0.812 -0.259 0.290
H 1.333968 1.635364 0.864021 -0.020 -0.293 1.965
H 1.894603 1.658164 -0.621836 -1.528 -1.411 0.032
H -0.315782 0.788512 -1.397266 -0.371 0.420 1.838
H -2.278439 0.458756 0.007844 -0.481 0.145 -0.264
H -1.388304 0.316912 1.474328 0.868 -0.132 -0.975
H -1.748671 -1.818673 0.744471 1.148 -0.497 -1.802
H -1.435755 -1.329030 -1.104724 -0.391 -0.827 -0.089